This record from the Open Molecules 2025 dataset describes a structure of composition C36H90BF4N6Na2O12. The level of theory is ωB97M-V/def2-TZVPD.

Geometry (Å):
1 Na 2.42 1.79 -0.88
2 Na -0.95 1.38 -2.84
3 B -0.18 0.75 -0.14
4 F 0.20 0.48 1.16
5 F 0.70 0.31 -1.06
6 F -1.30 -0.02 -0.44
7 F -0.36 2.08 -0.26
8 C 3.19 -1.77 -1.73
9 O 3.85 -0.58 -1.29
10 C 5.03 -0.64 -0.50
11 C 5.65 0.83 -0.61
12 N 4.91 1.97 0.10
13 C 5.67 3.22 0.08
14 C 6.79 3.23 1.26
15 O 6.30 2.70 2.50
16 C 6.54 1.37 2.81
17 H 2.15 -1.49 -1.89
18 H 3.27 -2.62 -1.05
19 H 3.66 -2.11 -2.65
20 H 5.64 -1.49 -0.82
21 H 4.61 -0.76 0.50
22 H 5.81 0.99 -1.68
23 H 6.66 0.65 -0.24
24 H 4.50 1.80 1.01
25 H 4.81 3.88 0.17
26 H 6.15 3.48 -0.86
27 H 7.32 4.18 1.23
28 H 7.55 2.52 0.94
29 H 6.12 1.33 3.82
30 H 7.62 1.31 2.97
31 H 6.13 0.56 2.20
32 C -4.98 -1.70 1.31
33 O -5.51 -1.01 0.21
34 C -5.21 0.32 -0.10
35 C -5.90 0.69 -1.45
36 N -5.41 -0.14 -2.60
37 C -6.10 -1.36 -2.73
38 C -7.49 -0.97 -3.39
39 O -7.35 -0.40 -4.64
40 C -8.55 -0.03 -5.24
41 H -5.33 -2.73 1.41
42 H -5.02 -1.21 2.29
43 H -3.93 -1.53 1.09
44 H -4.12 0.40 -0.19
45 H -5.30 0.98 0.77
46 H -5.68 1.74 -1.61
47 H -6.93 0.60 -1.12
48 H -4.41 -0.23 -2.69
49 H -6.17 -1.83 -1.75
50 H -5.71 -1.91 -3.59
51 H -8.05 -0.32 -2.73
52 H -8.15 -1.83 -3.51
53 H -9.10 0.70 -4.66
54 H -9.11 -0.92 -5.53
55 H -8.26 0.42 -6.19
56 C -2.77 -6.45 -8.91
57 O -1.31 -6.40 -8.50
58 C -0.60 -5.28 -9.00
59 C -1.03 -4.02 -8.42
60 N -0.94 -4.05 -6.91
61 C 0.39 -3.72 -6.34
62 C 0.38 -3.68 -4.86
63 O -0.78 -3.14 -4.30
64 C -0.79 -2.77 -2.95
65 H -3.02 -7.47 -9.22
66 H -3.08 -5.86 -9.77
67 H -3.39 -6.38 -8.02
68 H -0.85 -5.19 -10.06
69 H 0.46 -5.50 -8.95
70 H -2.01 -3.70 -8.78
71 H -0.46 -3.25 -8.94
72 H -1.31 -4.93 -6.59
73 H 0.54 -2.70 -6.70
74 H 1.27 -4.30 -6.61
75 H 1.25 -3.18 -4.42
76 H 0.42 -4.72 -4.53
77 H 0.15 -2.58 -2.45
78 H -1.13 -3.57 -2.29
79 H -1.48 -1.97 -2.68
80 C -1.43 -2.67 0.88
81 O -0.58 -3.83 1.30
82 C 0.63 -3.36 1.92
83 C 1.56 -4.61 2.21
84 N 0.91 -5.27 3.36
85 C 1.19 -6.62 3.58
86 C 2.58 -6.77 4.31
87 O 3.54 -6.61 3.29
88 C 4.81 -6.42 3.86
89 H -1.64 -1.87 1.59
90 H -2.42 -2.95 0.51
91 H -0.82 -2.26 0.07
92 H 0.49 -2.75 2.82
93 H 1.23 -2.89 1.15
94 H 2.51 -4.25 2.59
95 H 1.62 -5.26 1.34
96 H -0.04 -5.24 3.00
97 H 1.22 -7.27 2.71
98 H 0.39 -6.89 4.27
99 H 2.47 -7.78 4.69
100 H 2.65 -5.99 5.06
101 H 4.95 -5.42 4.26
102 H 5.58 -6.51 3.09
103 H 5.17 -7.16 4.57
104 C 2.92 0.56 3.16
105 O 3.17 1.83 2.55
106 C 2.15 2.75 2.73
107 C 2.53 3.94 1.86
108 N 1.88 3.85 0.53
109 C 1.89 5.10 -0.30
110 C 1.08 6.28 0.24
111 O -0.30 6.05 0.56
112 C -1.04 7.22 0.38
113 H 2.14 -0.08 2.74
114 H 2.79 0.67 4.24
115 H 3.88 0.05 3.08
116 H 2.08 3.00 3.79
117 H 1.18 2.39 2.38
118 H 3.55 4.30 1.99
119 H 2.11 4.84 2.32
120 H 0.90 3.67 0.69
121 H 1.37 4.77 -1.20
122 H 2.91 5.33 -0.58
123 H 1.16 6.97 -0.60
124 H 1.60 6.67 1.12
125 H -0.84 7.88 -0.46
126 H -0.94 7.90 1.22
127 H -2.11 6.99 0.42
128 C 0.69 8.02 5.01
129 O -0.59 7.66 4.68
130 C -0.72 6.26 4.30
131 C -1.13 5.29 5.47
132 N -1.03 3.88 5.13
133 C -1.53 3.57 3.86
134 C -1.43 2.03 3.61
135 O -2.33 1.21 4.39
136 C -3.62 1.35 3.97
137 H 0.90 9.05 5.28
138 H 1.31 7.55 4.25
139 H 1.12 7.50 5.87
140 H 0.11 5.90 3.69
141 H -1.54 6.23 3.59
142 H -2.15 5.54 5.74
143 H -0.48 5.54 6.32
144 H -1.17 3.22 5.88
145 H -1.06 4.22 3.12
146 H -2.54 3.98 3.83
147 H -0.49 1.56 3.90
148 H -1.55 1.87 2.54
149 H -3.74 1.10 2.92
150 H -4.00 2.37 3.93
151 H -4.19 0.58 4.49

The value obtained for the HOMO energy is -10.1 eV. As for the maximum force: 4.147 eV/Å. The value obtained for the relative energy (zero: lowest compared OMol25 entry of this formula, charge and spin) is 755.7 kJ/mol. Its charge is +1.

These are the Mulliken partial charges, in e, on atoms 1 to 6: atom 1 (Na): 0.836, atom 2 (Na): 0.877, atom 3 (B): 0.434, atom 4 (F): -0.242, atom 5 (F): -0.490, atom 6 (F): -0.317